[1]
CH9N2O2 | ωB97M-V with the def2-TZVPD basis set

The geometry in XYZ format:
```
14
Properties=species:S:1:pos:R:3:lowdin_charge:R:1
N 0.79900 0.32144 -1.58675 0.017
C -0.37704 1.05681 -1.79481 -0.338
N -1.42743 0.99900 -0.90782 0.013
H 0.98553 -0.09403 -0.69256 0.047
H 1.44405 0.20469 -2.33657 0.055
H -0.61014 1.38604 -2.78444 0.070
H -2.35336 1.00112 -1.32264 0.069
H -1.47459 0.76029 0.06154 0.023
H -0.32580 -0.77227 1.70842 0.008
H -0.94909 0.10178 2.78784 0.048
O -0.96716 -0.05947 1.83592 -0.064
H 1.52598 -2.37004 2.20081 0.056
H 2.49898 -1.29645 1.72403 0.050
O 1.64127 -1.68409 1.52410 -0.053
```

Computed properties:
2S+1 ... 2
LUMO energy (alpha / beta) ... 0.33 / 0.32 eV
Orbital gap (alpha / beta) ... 4.6 / 8.7 eV
Total charge ... 0
Relative energy (zero: lowest compared OMol25 entry of this formula, charge and spin) ... 0.0 kcal/mol
Highest occupied orbital energy (alpha / beta) ... -4.288 / -8.400 eV

[2]
C35H51MnN5O2PSTe | ωB97M-V with the def2-TZVPD basis set

The geometry in XYZ format:
```
97
Properties=species:S:1:pos:R:3:lowdin_charge:R:1
Mn -2.73231 -13.29453 14.05927 0.471
N -0.12303 -11.08297 16.94490 -0.008
C -0.72260 -12.04163 16.06122 -0.877
S -2.45410 -11.92654 16.15663 0.548
N -0.02881 -12.95976 15.43831 -0.049
N -0.79808 -13.78863 14.68093 -0.189
C -0.20564 -14.85304 14.11661 -0.121
C -1.00981 -15.68733 13.26179 -0.307
C -0.53817 -16.86827 12.65738 -0.061
C -1.38237 -17.49837 11.74798 -0.122
C -2.66124 -17.00681 11.50846 -0.125
C -3.10131 -15.87259 12.24410 -0.173
N -2.27888 -15.15673 13.02122 -0.010
H -0.83559 -10.78098 17.58398 0.010
H 0.77982 -11.33036 17.34736 0.066
H 0.85536 -15.02568 14.41027 0.107
H 0.44866 -17.25677 12.88586 0.100
H -1.10889 -18.40833 11.20712 0.096
H -3.34319 -17.49807 10.83123 0.080
H -4.11683 -15.49734 12.24080 0.082
C -2.54634 -9.93836 10.69373 -0.171
P -1.90446 -10.64261 12.20624 0.572
C -0.14871 -10.95863 12.04065 -0.165
C -1.94200 -9.40331 13.50934 -0.178
O -2.70954 -11.90593 12.47699 -0.422
H -2.13997 -8.95643 10.45270 0.050
H -3.62811 -9.89237 10.79894 0.037
H -2.27675 -10.64279 9.87109 0.070
H 0.43292 -10.05914 12.08852 0.042
H 0.03505 -11.55596 11.13268 0.064
H 0.15173 -11.58207 12.90367 0.054
H -1.38483 -8.48598 13.19780 0.068
H -1.46126 -9.83520 14.36043 0.003
H -2.93804 -9.06907 13.84556 0.054
C -7.44188 -10.22537 11.25149 -0.057
C -6.90997 -10.25194 12.69216 -0.594
C -8.10529 -10.25853 13.67926 -0.057
C -6.08663 -9.01989 12.97573 -0.084
C -6.01902 -11.44257 12.96164 -0.148
H -7.87159 -9.25694 10.98332 0.073
H -8.21600 -10.94453 11.06429 0.066
H -6.62992 -10.45139 10.55386 0.080
H -8.73473 -9.36184 13.46723 0.082
H -7.79393 -10.29806 14.71752 0.078
H -8.74263 -11.13406 13.40385 0.087
H -6.55259 -8.03998 12.71345 0.093
H -5.09539 -9.02705 12.57441 0.039
H -5.85336 -9.02075 14.06246 0.093
H -5.15469 -11.44217 13.59006 0.084
C -6.81159 -14.96182 13.16766 -0.045
C -5.83995 -13.80359 13.36382 -0.538
O -6.51634 -12.64482 12.76580 -0.052
N -4.80318 -13.78751 13.98310 0.045
Te -3.82825 -17.19174 15.42867 1.517
C -3.46007 -19.27889 15.34023 -0.415
C -2.55417 -19.90204 16.21670 -0.313
C -1.87460 -19.15995 17.33070 -0.074
C -2.23635 -21.22622 16.09681 -0.021
C -2.84312 -22.04399 15.09220 -0.250
C -2.41782 -23.47979 14.87919 -0.061
C -3.70444 -21.39879 14.21525 -0.030
C -4.00818 -20.04190 14.31742 -0.321
C -4.88360 -19.42837 13.26096 -0.094
C -4.73536 -17.17030 17.33481 -0.428
C -4.23797 -16.22017 18.24202 -0.293
C -3.16982 -15.17670 17.85773 -0.103
C -4.79245 -16.17143 19.54043 -0.018
C -5.89379 -16.95367 19.92484 -0.282
C -6.47216 -16.90517 21.28685 -0.074
C -6.35010 -17.84435 18.93793 -0.024
C -5.81460 -17.97452 17.65729 -0.314
C -6.57111 -18.80428 16.69038 -0.069
H -6.21744 -15.85098 13.32996 0.029
H -7.28934 -14.92837 12.18495 0.063
H -7.67230 -14.92325 13.85895 0.074
H -1.44026 -18.19813 17.00717 0.066
H -1.08220 -19.76697 17.72441 0.060
H -2.60685 -18.95358 18.12638 0.086
H -1.58060 -21.69046 16.81916 0.106
H -1.56584 -23.47739 14.21348 0.073
H -3.17807 -24.15300 14.47469 0.074
H -2.08305 -23.86097 15.84808 0.070
H -4.21319 -21.98708 13.45073 0.112
H -5.28236 -20.17734 12.57555 0.071
H -4.37304 -18.68868 12.64366 0.045
H -5.77132 -18.91226 13.66384 0.059
H -2.17360 -15.59221 17.80607 0.064
H -3.15476 -14.34939 18.58761 0.074
H -3.42470 -14.81090 16.82299 0.020
H -4.34110 -15.46166 20.27506 0.123
H -5.70271 -16.93332 22.07499 0.083
H -7.15900 -17.73883 21.45606 0.068
H -7.14277 -16.03517 21.41400 0.085
H -7.25029 -18.42033 19.15714 0.107
H -7.49922 -19.18762 17.06691 0.067
H -5.95708 -19.66240 16.37049 0.082
H -6.82108 -18.23930 15.79963 0.067
```

Computed properties:
2S+1 ... 6
LUMO energy (alpha / beta) ... 2.46 / 2.46 eV
Orbital gap (alpha / beta) ... 4.5 / 6.0 eV
Total charge ... -1
Relative energy (zero: lowest compared OMol25 entry of this formula, charge and spin) ... 0.0 kcal/mol
Highest occupied orbital energy (alpha / beta) ... -2.086 / -3.569 eV

[3]
C2H2OS3 | ωB97M-V with the def2-TZVPD basis set

The geometry in XYZ format:
```
8
Properties=species:S:1:pos:R:3:lowdin_charge:R:1
C 0.33536 -0.22985 0.24198 -0.869
C -0.90544 0.44734 -0.32465 -1.178
H 1.23827 -2.03018 1.51983 -0.096
H 0.84364 1.66386 -1.13648 -0.110
O 1.46377 0.08713 0.01017 -0.019
S -0.04492 -1.75277 1.13301 0.786
S -0.46020 1.73295 -1.44077 0.809
S -2.47047 0.08153 -0.00308 0.677
```

Computed properties:
2S+1 ... 1
LUMO energy ... -1.65 eV
Orbital gap ... 7.7 eV
Total charge ... 0
Relative energy (zero: lowest compared OMol25 entry of this formula, charge and spin) ... 2.5 kcal/mol
Highest occupied orbital energy ... -9.320 eV

[4]
C3H8NO | ωB97M-V with the def2-TZVPD basis set

The geometry in XYZ format:
```
13
Properties=species:S:1:pos:R:3:lowdin_charge:R:1
C -0.22350 0.44257 -0.66679 -0.384
O -1.68152 0.58156 -0.85691 -0.462
C 1.12949 0.12302 0.48964 -0.467
C -0.22864 -0.08972 0.90017 -0.080
N 2.01215 -0.86252 0.20653 -0.075
H 0.13696 -0.11028 -1.53889 0.103
H 0.04172 1.47447 -0.86620 0.083
H 1.42531 1.18404 0.58068 0.105
H -4.26632 -1.05285 -0.23961 0.003
H -0.71007 0.50411 1.66287 0.103
H -0.58248 -1.10037 0.73838 0.102
H -3.65755 -1.47985 -0.16338 0.002
H 2.71182 -0.82955 0.94275 -0.032
```

Computed properties:
2S+1 ... 1
LUMO energy ... 4.46 eV
Orbital gap ... 6.8 eV
Total charge ... -1
Relative energy (zero: lowest compared OMol25 entry of this formula, charge and spin) ... 126.8 kcal/mol
Highest occupied orbital energy ... -2.319 eV

[5]
C3H4N2S | ωB97M-V with the def2-TZVPD basis set

The geometry in XYZ format:
```
10
Properties=species:S:1:pos:R:3:lowdin_charge:R:1
C -1.16747 -0.71398 -1.87324 -0.393
C -0.82530 1.87917 -1.28127 -0.293
C 0.00439 -0.83246 0.26856 -0.100
N -1.77360 -0.17401 -2.80732 -0.271
N -0.49616 -0.37437 -0.93277 -0.026
S -1.78332 1.54968 -2.52404 0.902
H -0.70559 2.82825 -0.91057 -0.060
H 0.92594 -0.53894 0.71394 0.084
H -0.70482 -0.61855 1.01616 0.076
H 0.01187 -1.86523 0.09853 0.080
```

Computed properties:
2S+1 ... 1
LUMO energy ... -0.03 eV
Orbital gap ... 8.8 eV
Total charge ... 0
Relative energy (zero: lowest compared OMol25 entry of this formula, charge and spin) ... 124.5 kcal/mol
Highest occupied orbital energy ... -8.807 eV

[6]
C2H3F2N | ωB97M-V with the def2-TZVPD basis set

The geometry in XYZ format:
```
8
Properties=species:S:1:pos:R:3:lowdin_charge:R:1
C 0.20782 -0.18028 -0.55211 0.025
C -1.17989 0.37695 0.35059 -0.192
N -1.12335 -0.75245 -0.52902 -0.070
F -1.85954 1.43158 -0.09989 0.060
F -1.20262 -1.98203 0.14703 -0.137
H 0.44792 0.33690 -1.46049 0.090
H 0.97416 -0.57856 0.08894 0.085
H -1.09720 0.30851 1.42403 0.138
```

Computed properties:
2S+1 ... 3
LUMO energy (alpha / beta) ... 1.08 / -2.47 eV
Orbital gap (alpha / beta) ... 5.7 / 8.9 eV
Total charge ... 0
Relative energy (zero: lowest compared OMol25 entry of this formula, charge and spin) ... 88.8 kcal/mol
Highest occupied orbital energy (alpha / beta) ... -4.613 / -11.392 eV